# 1
Computed, not measured: a 2-piece molecular cluster, CHNOS2 overall in a non-equilibrium geometry, with ωB97M-V/def2-TZVPD.

Properties
LUMO energy (spin up / spin down)	-1.3 / -1.3	eV
ΔE to the lowest compared entry with this formula, charge and spin	0.360	eV
structure (SMILES)	O=C=S.N=S
E_HOMO (spin up / spin down)	-8.6880 / -8.6864	eV
orbital gap (spin up / spin down)	7.4 / 7.4	eV

```
! RIJCOSX wB97M-V def2-TZVPD def2/J DEFGRID3
* xyz 0 1
O -2.317 -0.298 1.407
C -2.937 -0.273 0.415
S -3.790 -0.083 -0.819
N 0.114 -0.931 0.449
S 1.118 -1.925 -0.213
H -0.180 -1.210 1.364
*
```

Results of the natural (NBO) charge analysis, in e, for atoms 1 through 5:
1 O -0.480
2 C 0.405
3 S 0.076
4 N -0.732
5 S 0.384

***

# 2
Computed, not measured: a single CHNP2S2 molecule in a non-equilibrium geometry, with ωB97M-V/def2-TZVPD.

Properties
LUMO energy	-2.1	eV
ΔE to the lowest compared entry with this formula, charge and spin	1.173	eV
structure (SMILES)	N=C(P=S)P=S
E_HOMO	-8.1364	eV
orbital gap	6.0	eV

```
! RIJCOSX wB97M-V def2-TZVPD def2/J DEFGRID3
* xyz 0 1
N 1.730 0.558 1.329
C 2.093 0.509 0.141
P 2.821 -0.993 -0.413
S 1.757 -1.071 -2.076
P 1.332 1.714 -1.440
S -0.545 1.242 -1.385
H 0.981 1.224 1.659
*
```

Results of the natural (NBO) charge analysis, in e, for atoms 1 through 5:
1 N -0.604
2 C -0.332
3 P 0.739
4 S -0.329
5 P 0.559

***

# 3
Computed, not measured: an isolated ion of composition CHO2 and charge -1 in a non-equilibrium geometry, with ωB97M-V/def2-TZVPD.

Properties
LUMO energy	5.1	eV
ΔE to the lowest compared entry with this formula, charge and spin	0.292	eV
structure (SMILES)	O=C[O-]
E_HOMO	-3.4604	eV
orbital gap	8.5	eV

```
! RIJCOSX wB97M-V def2-TZVPD def2/J DEFGRID3
* xyz -1 1
O -0.564 -1.178 -0.014
C -0.051 -0.012 -0.052
O -0.539 1.065 -0.012
H 1.155 0.125 0.077
*
```

The molecule's natural (NBO) atomic charges, reported in e, are given here:
1 O -0.821
2 C 0.654
3 O -0.751
4 H -0.081

***

# 4
Computed, not measured: a single CHO3PS molecule in a non-equilibrium geometry, with ωB97M-V/def2-TZVPD.

Properties
<S²>	2.0412
LUMO energy (spin up / spin down)	-0.6 / -3.7	eV
ΔE to the lowest compared entry with this formula, charge and spin	2.611	eV
E_HOMO (spin up / spin down)	-7.6475 / -10.8498	eV
orbital gap (spin up / spin down)	7.1 / 7.1	eV

```
! RIJCOSX wB97M-V def2-TZVPD def2/J DEFGRID3
* xyz 0 3
C 0.448 0.147 -0.130
O 2.103 -1.797 -0.070
O -1.555 2.102 0.043
O -2.141 -0.315 0.017
P 0.648 -1.619 0.100
S -1.124 0.744 0.044
H 1.621 0.739 -0.003
*
```

Results of the natural (NBO) charge analysis, in e, for atoms 1 through 5:
1 C -1.077
2 O -0.795
3 O -0.821
4 O -0.860
5 P 1.210

***

# 5
Computed, not measured: CHO3Pt as an isolated structure in a non-equilibrium geometry, with ωB97M-V/def2-TZVPD.

Properties
<S²>	3.7544
LUMO energy (spin up / spin down)	0.2 / -2.5	eV
ΔE to the lowest compared entry with this formula, charge and spin	0.000	eV
E_HOMO (spin up / spin down)	-7.8872 / -11.0174	eV
orbital gap (spin up / spin down)	8.1 / 8.5	eV

```
! RIJCOSX wB97M-V def2-TZVPD def2/J DEFGRID3
* xyz 0 4
Pt -1.375 0.436 -1.266
O 0.465 -0.050 -0.725
H 1.427 -0.024 -0.765
O 0.747 -0.370 1.535
C -0.018 -0.143 0.626
O -1.247 0.150 0.595
*
```

Results of the natural (NBO) charge analysis, in e, for atoms 1 through 5:
1 Pt 0.593
2 O -0.805
3 H 0.542
4 O -0.570
5 C 0.942

***

# 6
Computed, not measured: a 2-piece molecular cluster, CHO4 overall in a non-equilibrium geometry, with ωB97M-V/def2-TZVPD.

Properties
LUMO energy	-7.1	eV
ΔE to the lowest compared entry with this formula, charge and spin	5.620	eV
E_HOMO	-16.8809	eV
orbital gap	9.8	eV

```
! RIJCOSX wB97M-V def2-TZVPD def2/J DEFGRID3
* xyz 1 1
C 0.395 0.937 -0.937
O 1.517 0.870 -1.147
O -1.115 -0.942 1.058
O 0.109 -0.952 1.635
O 0.020 -0.918 0.278
H -0.926 1.005 -0.885
*
```

Results of the natural (NBO) charge analysis, in e, for atoms 1 through 5:
1 C 0.700
2 O -0.219
3 O 0.054
4 O 0.083
5 O -0.041

***

Please write out number 6 again, unchanged.
Computed, not measured: a 2-piece molecular cluster, CHO4 overall in a non-equilibrium geometry, with ωB97M-V/def2-TZVPD.

Properties
LUMO energy	-7.1	eV
ΔE to the lowest compared entry with this formula, charge and spin	5.620	eV
E_HOMO	-16.8809	eV
orbital gap	9.8	eV

```
! RIJCOSX wB97M-V def2-TZVPD def2/J DEFGRID3
* xyz 1 1
C 0.395 0.937 -0.937
O 1.517 0.870 -1.147
O -1.115 -0.942 1.058
O 0.109 -0.952 1.635
O 0.020 -0.918 0.278
H -0.926 1.005 -0.885
*
```

Results of the natural (NBO) charge analysis, in e, for atoms 1 through 5:
1 C 0.700
2 O -0.219
3 O 0.054
4 O 0.083
5 O -0.041